Entry 1:
The following is a quantum chemistry calculation of an isolated ion of composition C6H11N2O2S2 and charge +1 in a non-equilibrium geometry, from the OMol25 dataset.

The geometry in ORCA input format:
```
! wB97M-V def2-TZVPD RIJCOSX def2/J DEFGRID3
* xyz 1 1
C 1.917 -0.898 -0.043
C -0.350 1.153 0.788
C 1.308 -1.638 1.081
C -0.999 -0.239 0.505
C -0.634 3.401 -0.036
C -3.112 -1.747 -0.994
N 1.133 -0.189 -0.799
N 3.246 -1.092 -0.272
O 0.513 1.448 1.561
O -1.026 2.036 0.079
S -0.451 -1.768 0.941
S -2.467 -0.157 -0.382
H 1.631 -2.757 1.111
H 1.784 -1.176 2.047
H -0.349 3.608 -1.067
H 0.084 3.784 0.666
H -1.488 3.952 0.331
H -2.657 -2.429 -0.338
H -2.833 -1.946 -2.008
H -4.177 -1.773 -0.991
H 1.529 0.189 -1.681
H 3.902 -1.413 0.401
H 3.497 -0.350 -0.901
*
```

Output
Gap between HOMO and LUMO, Eh: 0.298
Energy relative to the best compared isomer or geometry (same formula, charge and spin), kJ/mol: 123.9
Electronic energy, eV: -35137.66999

Mulliken population analysis, charges in e, atoms 1 to 2: number 1, C, carries 0.54; number 2, C, carries 0.53

=====

Entry 2:
The following is a quantum chemistry calculation of a 13-piece molecular cluster, C52H105N3O20 overall in a non-equilibrium geometry, from the OMol25 dataset.

The geometry in ORCA input format:
```
! wB97M-V def2-TZVPD RIJCOSX def2/J DEFGRID3
* xyz 0 1
C 8.242 17.215 13.186
O 7.612 18.026 14.096
C 8.506 18.407 15.190
C 9.524 19.417 14.789
O 10.519 18.847 13.947
C 11.330 19.901 13.470
H 7.575 17.223 12.251
H 8.431 16.204 13.524
H 9.260 17.553 12.830
H 9.034 17.598 15.707
H 7.974 18.735 16.078
H 10.038 19.818 15.667
H 9.061 20.271 14.288
H 12.295 19.484 13.163
H 11.400 20.676 14.256
H 10.806 20.451 12.670
C 22.362 12.176 16.071
O 21.154 12.639 16.598
C 20.013 12.216 16.003
C 19.794 12.554 14.498
O 19.657 13.951 14.264
C 20.904 14.642 14.229
H 22.625 12.570 15.122
H 22.346 11.084 15.914
H 23.209 12.381 16.779
H 19.256 12.773 16.547
H 19.900 11.149 16.067
H 18.898 12.114 14.072
H 20.737 12.174 13.962
H 21.366 14.611 15.233
H 20.695 15.657 13.934
H 21.564 14.225 13.524
C 16.524 10.719 14.380
C 15.283 11.566 14.058
C 14.815 11.318 12.608
C 14.382 9.953 12.363
N 14.028 8.929 11.971
H 17.309 11.039 13.662
H 16.254 9.673 14.101
H 16.957 10.858 15.406
H 15.391 12.661 14.213
H 14.460 11.286 14.753
H 15.625 11.629 11.967
H 13.891 11.879 12.341
C 10.146 14.474 16.150
C 10.087 14.006 17.683
C 11.405 14.289 18.428
C 12.573 13.613 17.927
N 13.547 13.160 17.454
H 10.725 13.865 15.449
H 10.652 15.503 16.086
H 9.180 14.593 15.737
H 9.690 12.948 17.809
H 9.434 14.678 18.279
H 11.365 14.038 19.501
H 11.590 15.357 18.379
C 17.088 14.099 19.794
C 16.389 12.825 19.440
C 15.569 12.295 20.661
C 14.644 13.277 21.189
N 13.861 14.063 21.536
H 16.327 14.830 20.085
H 17.643 14.490 18.912
H 17.832 14.038 20.624
H 17.132 12.087 19.173
H 15.784 13.089 18.607
H 16.286 12.090 21.450
H 15.016 11.369 20.465
O 12.955 16.676 19.197
C 13.725 16.931 20.134
O 15.047 17.083 19.904
C 15.474 17.186 18.533
C 16.864 17.812 18.489
C 13.260 17.120 21.586
H 14.827 17.908 18.021
H 15.388 16.168 18.125
H 17.484 17.248 19.240
H 16.787 18.873 18.727
H 17.225 17.751 17.447
H 13.936 16.403 22.160
H 12.222 16.778 21.689
H 13.431 18.107 21.993
O 14.761 21.244 18.714
C 14.325 20.706 19.709
O 13.052 20.221 19.860
C 12.271 20.115 18.693
C 10.932 19.271 18.914
C 15.129 20.533 20.933
H 12.849 19.567 17.937
H 12.046 21.152 18.376
H 10.427 19.762 19.647
H 11.231 18.234 19.124
H 10.442 19.350 17.946
H 15.539 21.495 21.295
H 15.995 19.947 20.793
H 14.642 20.003 21.717
O 18.962 18.650 14.581
C 18.840 19.762 15.075
O 17.720 20.494 14.764
C 16.743 19.859 13.989
C 16.782 20.506 12.577
C 19.721 20.496 16.040
H 15.771 20.017 14.478
H 17.022 18.834 13.960
H 16.016 19.890 12.095
H 17.657 20.294 11.934
H 16.610 21.536 12.572
H 19.676 21.588 16.040
H 20.772 20.190 15.902
H 19.468 20.229 17.030
O 20.126 16.783 10.284
C 19.198 17.268 10.821
O 18.910 18.658 10.692
C 19.705 19.412 9.758
C 19.299 20.837 9.950
C 18.194 16.636 11.778
H 19.521 19.139 8.694
H 20.761 19.211 9.924
H 19.892 21.533 9.381
H 19.419 21.226 10.962
H 18.235 21.093 9.700
H 18.209 15.476 11.733
H 17.224 17.077 11.648
H 18.471 16.864 12.828
O 15.304 15.196 10.180
C 14.346 14.423 10.002
O 13.403 14.264 10.937
C 13.631 14.987 12.142
C 12.234 14.989 12.820
C 14.179 13.633 8.781
H 14.068 15.960 11.918
H 14.364 14.476 12.808
H 12.301 15.402 13.840
H 11.858 14.017 12.863
H 11.373 15.523 12.379
H 13.611 14.164 7.992
H 13.677 12.702 9.133
H 15.188 13.521 8.411
O 23.723 16.814 15.327
C 22.837 17.651 15.277
O 21.755 17.714 16.105
C 21.724 16.728 17.197
C 20.298 16.487 17.586
C 22.829 18.827 14.305
H 22.256 17.155 18.053
H 22.379 15.862 16.965
H 20.263 15.814 18.457
H 19.723 16.016 16.774
H 19.818 17.426 17.910
H 21.834 19.087 14.097
H 23.264 18.531 13.307
H 23.357 19.653 14.736
O 14.461 17.308 13.623
C 14.231 17.051 14.781
O 15.009 16.323 15.611
C 16.166 15.686 14.956
C 16.567 14.561 15.919
C 12.980 17.542 15.481
H 16.915 16.434 14.955
H 15.984 15.494 13.928
H 17.053 15.023 16.760
H 17.200 13.765 15.556
H 15.638 13.999 16.196
H 12.773 16.842 16.323
H 12.237 17.668 14.787
H 13.186 18.570 15.788
O 16.557 11.385 9.710
C 17.564 10.697 9.890
O 18.729 11.276 10.009
C 18.711 12.746 10.176
C 20.127 13.244 10.104
C 17.511 9.210 9.858
H 18.183 12.953 11.098
H 18.113 13.220 9.376
H 20.706 12.704 10.828
H 20.114 14.311 10.315
H 20.609 13.059 9.124
H 18.562 8.856 9.673
H 16.802 8.844 9.033
H 17.174 8.926 10.807
*
```

Output
Gap between HOMO and LUMO, Eh: 0.363
Electronic energy, eV: -101043.84959

Mulliken population analysis, charges in e, atoms 1 to 2: number 1, C, carries -0.50; number 2, O, carries -0.44